Entry 1:
Here is a molecular structure, C14H16Br2N2O2Sc from OMol25. Energies are from wB97M-V/def2-TZVPD.

Positions of all 37 atoms, in Å:
Sc -0.228 0.547 0.513
C 0.624 2.890 2.281
O -0.254 1.746 2.155
C -0.741 1.108 3.361
C -1.648 -0.096 2.950
O -1.122 -0.663 1.766
C -1.955 -1.713 1.223
H 1.559 2.607 2.652
H 0.096 3.694 2.814
H 0.698 3.227 1.220
H -1.243 1.839 3.987
H 0.069 0.751 3.990
H -2.680 0.228 2.802
H -1.621 -0.840 3.711
H -2.967 -1.407 1.352
H -1.642 -2.616 1.729
H -1.698 -1.676 0.137
Br 4.705 -2.764 -2.476
C 3.285 -1.976 -1.512
C 3.427 -1.946 -0.094
C 2.388 -1.421 0.586
N 1.309 -0.835 -0.065
C 1.244 -0.753 -1.427
C 2.220 -1.407 -2.162
C 0.101 -0.103 -2.063
C 0.100 0.410 -3.363
C -1.059 0.935 -3.916
Br -1.023 1.924 -5.504
C -2.261 0.970 -3.203
C -2.230 0.430 -1.928
N -1.094 -0.008 -1.333
H 4.379 -2.245 0.443
H 2.391 -1.481 1.690
H 2.212 -1.371 -3.294
H 1.004 0.263 -3.997
H -3.171 1.328 -3.660
H -3.173 0.426 -1.366

Electronic energy (eV): -182610.6745
Kohn-Sham gap (eV): 7.200
Highest occupied orbital energy (eV): -18.60
Total charge: +3
Lowest unoccupied orbital energy (Eh): -0.419

Here are the natural (NBO) charges for atoms 1 to 4, given in e: Sc 2.105; C -0.247; O -0.638; C -0.105

Entry 2:
Here is 2 unconnected molecules or ions with the total composition C16H13F13NO3 from OMol25. Energies are from wB97M-V/def2-TZVPD.

Positions of all 46 atoms, in Å:
F -3.354 3.705 -1.391
C -2.463 2.583 -1.510
F -1.808 2.492 -0.257
F -1.592 2.932 -2.580
C -3.413 1.319 -1.845
F -3.908 1.569 -3.176
F -4.531 1.415 -0.993
C -2.671 -0.095 -1.895
F -2.909 -0.682 -3.188
F -1.253 0.189 -1.847
C -3.135 -1.191 -0.824
F -4.538 -1.425 -1.060
F -3.064 -0.572 0.451
C -2.436 -2.623 -0.948
F -3.359 -3.484 -1.644
F -1.252 -2.647 -1.767
C -2.071 -3.384 0.410
F -2.173 -4.797 0.084
F -3.036 -3.220 1.463
C -0.553 -3.209 0.907
C -0.002 -1.703 0.898
C 1.498 -1.562 0.286
C 2.546 -0.715 1.075
C 3.974 -0.536 0.460
C 4.298 -1.198 -0.928
N 3.286 -1.993 -1.594
C 1.945 -2.182 -1.055
H 0.166 -3.866 0.289
H -0.504 -3.606 1.993
H 0.118 -1.388 2.006
H -0.625 -0.955 0.293
H 2.346 -0.197 2.081
H 4.790 0.092 0.949
H 5.311 -1.079 -1.450
H 3.501 -2.416 -2.518
H 1.234 -2.814 -1.692
C 2.050 4.664 2.300
C 1.924 3.805 1.079
O 2.189 2.501 1.579
C 1.908 2.517 2.910
O 1.864 1.535 3.601
O 1.683 3.780 3.353
H 1.387 5.530 2.271
H 3.075 5.007 2.468
H 0.916 3.824 0.656
H 2.640 4.077 0.301

Electronic energy (eV): -59750.3756
Kohn-Sham gap (eV): 9.012
Highest occupied orbital energy (eV): -13.92
Total charge: +1
Lowest unoccupied orbital energy (Eh): -0.180

Here are the natural (NBO) charges for atoms 1 to 4, given in e: F -0.309; C 0.935; F -0.314; F -0.299

Entry 3:
Here is C6H13N3O2 in the gas phase from OMol25. Energies are from wB97M-V/def2-TZVPD.

Positions of all 24 atoms, in Å:
C 1.384 -1.929 -1.008
C 1.473 -0.630 -0.264
N 2.360 -0.545 0.626
O 2.524 0.634 1.266
C 0.302 0.352 -0.532
C -1.065 -0.130 -1.067
N -1.980 -0.557 0.017
C -1.855 -1.878 0.693
C -2.314 0.499 0.965
N 0.546 1.634 -0.297
O -0.584 2.508 -0.611
H 0.431 -2.413 -0.872
H 1.586 -1.716 -2.088
H 2.233 -2.566 -0.709
H 1.813 1.368 1.124
H -1.090 -0.928 -1.820
H -1.486 0.834 -1.504
H -2.174 -2.639 -0.142
H -2.664 -2.032 1.478
H -0.818 -2.160 1.313
H -2.704 1.281 0.275
H -1.416 0.803 1.561
H -3.176 0.221 1.511
H -0.081 3.380 -0.505

Electronic energy (eV): -14992.9292
SMILES string: CC(=N/O)/C(CN(C)C)=N/O
Kohn-Sham gap (eV): 9.018
Highest occupied orbital energy (eV): -8.59
Lowest unoccupied orbital energy (Eh): 0.016

Here are the natural (NBO) charges for atoms 1 to 4, given in e: C -0.645; C 0.130; N -0.056; O -0.557

Entry 4:
Here is a molecular structure, Ca2H20NO13 from OMol25. Energies are from wB97M-V/def2-TZVPD.

Positions of all 36 atoms, in Å:
Ca 3.438 -0.763 -0.076
Ca -0.745 3.210 -1.619
N -0.034 0.086 -0.132
O -0.045 0.960 -1.009
O -1.075 -0.353 0.284
O 1.038 -0.396 0.213
O -3.814 -1.575 1.431
H -3.682 -0.704 1.058
H -4.333 -2.041 0.776
O 2.636 -2.027 1.878
H 2.270 -1.876 2.750
H 2.244 -2.853 1.593
O 0.705 1.355 3.026
H -0.076 0.962 2.636
H 1.113 1.841 2.309
O -3.910 -0.132 -1.053
H -3.271 -0.415 -1.708
H -3.636 0.754 -0.818
O 2.429 -1.149 -2.298
H 2.784 -1.302 -3.173
H 1.505 -0.948 -2.446
O -1.367 -1.873 2.587
H -0.478 -2.212 2.489
H -1.568 -1.476 1.740
O -0.288 3.325 0.759
H -0.852 3.239 1.528
H 0.565 3.574 1.113
O 3.054 1.546 -0.410
H 3.419 2.241 -0.958
H 2.830 1.982 0.412
O -1.303 -3.435 -0.535
H -1.194 -2.770 -1.215
H -0.693 -3.174 0.155
O 0.739 2.342 -3.435
H 0.948 1.411 -3.515
H 0.646 2.646 -4.338

Electronic energy (eV): -65265.5335
Kohn-Sham gap (alpha / beta) (eV): 8.756 / 4.789
Multiplicity: 2
Highest occupied orbital energy (alpha / beta) (eV): -22.15 / -22.08
Total charge: +4
Lowest unoccupied orbital energy (alpha / beta) (Eh): -0.492 / -0.635

Here are the natural (NBO) charges for atoms 1 to 4, given in e: Ca 1.921; Ca 1.938; N 0.757; O -0.673

Entry 5:
Here is 3 unconnected molecules or ions with the total composition C4H13N3O from OMol25. Energies are from wB97M-V/def2-TZVPD.

Positions of all 21 atoms, in Å:
C -1.509 -1.942 0.212
N -1.065 -0.879 -0.681
N -2.107 1.254 -0.100
H -1.511 -0.933 -1.589
H -2.834 0.646 -0.484
H -2.052 0.964 0.878
H -0.993 -1.836 1.168
H -1.316 -2.950 -0.174
H -2.581 -1.843 0.394
C 0.734 1.813 -0.557
C 1.554 1.131 0.411
N 1.724 -0.936 -0.761
C 1.972 -0.209 0.305
O 1.821 1.833 1.548
H 2.255 1.265 2.198
H -0.028 -0.877 -0.799
H 2.109 -1.873 -0.680
H 2.544 -0.601 1.158
H 0.893 2.888 -0.550
H 0.894 1.421 -1.558
H -0.503 1.664 -0.337

Electronic energy (eV): -10872.2732
Kohn-Sham gap (alpha / beta) (eV): 7.275 / 8.363
Highest occupied orbital energy (alpha / beta) (eV): -7.12 / -8.38
Lowest unoccupied orbital energy (alpha / beta) (Eh): 0.006 / -0.001

Here are the natural (NBO) charges for atoms 1 to 4, given in e: C -0.417; N -0.807; N -0.697; H 0.355

Entry 6:
Here is 2 unconnected molecules or ions with the total composition C10H20N6O3P from OMol25. Energies are from wB97M-V/def2-TZVPD.

Positions of all 40 atoms, in Å:
C -4.959 3.881 4.084
C -3.982 3.319 4.572
C -2.739 2.445 5.013
N -2.656 1.283 4.066
C -1.912 1.465 2.974
N -1.139 2.573 2.552
C -0.571 2.198 1.301
C 0.392 3.016 0.369
O 1.729 2.460 0.527
N 2.567 3.000 -0.457
O 3.407 2.186 -0.617
N -1.050 0.894 1.026
P -0.757 -0.127 -0.394
N -1.183 0.728 -1.681
N -1.834 0.414 2.024
H -5.715 4.231 3.324
H -1.780 3.059 4.987
H -2.849 2.085 6.084
H -3.177 0.416 4.250
H 0.022 2.983 -0.697
H 0.403 4.093 0.735
H 0.614 -0.509 -0.477
H -1.603 -1.298 -0.395
H -1.521 1.629 -1.310
H -2.337 -0.471 2.119
C 3.656 -1.998 -2.498
C 2.581 -2.748 -1.730
O 1.270 -2.549 -2.244
C 1.044 -2.970 -3.584
C 1.270 -4.454 -3.803
H 3.415 -0.935 -2.561
H 4.625 -2.113 -2.008
H 3.754 -2.371 -3.520
H 2.567 -2.380 -0.700
H 2.810 -3.817 -1.674
H 1.648 -2.373 -4.276
H 0.001 -2.736 -3.807
H 2.317 -4.729 -3.653
H 0.994 -4.736 -4.821
H 0.675 -5.043 -3.099

Electronic energy (eV): -35050.8592
Kohn-Sham gap (eV): 7.881
Highest occupied orbital energy (eV): -12.01
Total charge: +1
Lowest unoccupied orbital energy (Eh): -0.152

Here are the natural (NBO) charges for atoms 1 to 4, given in e: C -0.195; C -0.080; C -0.279; N -0.562

Number 1: largest force on an atom 2.85 eV Å⁻¹. Number 2: largest force on an atom 4.25 eV Å⁻¹. Number 3: largest force on an atom 3.10 eV Å⁻¹. Number 4: largest force on an atom 2.73 eV Å⁻¹. Number 5: largest force on an atom 2.95 eV Å⁻¹. Number 6: largest force on an atom 4.68 eV Å⁻¹.